[1]
# C36H100As4F24N7O7

C36H100As4F24N7O7 as an isolated structure at a distorted geometry (the ωB97M-V functional and the def2-TZVPD basis, the Open Molecules 2025 dataset).

Geometry as XYZ:
```
178
Properties=species:S:1:pos:R:3
C -6.894 1.525 3.345
C -6.662 2.685 2.310
N -6.062 2.271 0.947
C -7.262 1.560 0.321
C -5.669 3.432 -0.045
C -4.670 4.481 0.425
C -4.868 1.220 1.065
C -3.557 1.741 1.658
O -3.699 2.558 2.837
C -2.515 3.118 3.441
H -6.002 1.051 3.755
H -7.612 0.745 3.091
H -7.319 1.921 4.268
H -5.879 3.287 2.771
H -7.555 3.272 2.098
H -8.038 2.324 0.276
H -7.558 0.615 0.775
H -6.966 1.370 -0.711
H -6.595 3.909 -0.368
H -5.360 2.890 -0.939
H -3.624 4.281 0.658
H -5.052 5.030 1.285
H -4.633 5.288 -0.306
H -4.804 0.790 0.065
H -5.243 0.460 1.750
H -2.889 2.158 0.904
H -3.091 0.833 2.041
H -1.792 2.347 3.705
H -2.777 3.642 4.360
H -2.098 3.863 2.762
C 6.073 0.234 5.715
C 5.349 1.312 4.792
N 5.625 1.120 3.256
C 7.151 1.053 3.023
C 4.890 -0.140 2.697
C 3.366 -0.066 2.799
C 5.098 2.440 2.577
C 5.421 2.479 1.060
O 6.786 2.886 0.940
C 7.096 4.231 0.632
H 5.755 -0.803 5.610
H 5.861 0.506 6.749
H 7.163 0.227 5.706
H 5.797 2.279 5.016
H 4.293 1.466 5.015
H 7.731 1.945 3.260
H 7.264 0.843 1.959
H 7.543 0.154 3.499
H 5.355 -0.978 3.216
H 5.211 -0.153 1.655
H 2.876 -0.990 2.491
H 2.881 0.744 2.253
H 3.012 -0.021 3.829
H 5.488 3.286 3.144
H 4.059 2.505 2.899
H 4.768 3.210 0.585
H 5.102 1.518 0.655
H 6.971 4.989 1.405
H 6.423 4.602 -0.142
H 8.130 4.325 0.300
C -1.999 -3.836 -2.928
C -1.964 -2.523 -3.612
C -2.282 -2.717 -5.168
O -2.182 -1.410 -5.773
C -2.505 -1.285 -7.187
N -2.917 -1.548 -2.949
H -3.210 -0.774 -3.528
H -3.788 -1.948 -2.629
H -2.460 -1.179 -2.127
H -2.976 -4.312 -3.013
H -1.835 -3.776 -1.852
H -1.329 -4.570 -3.375
H -0.997 -2.029 -3.516
H -3.252 -3.150 -5.415
H -1.628 -3.415 -5.690
H -2.613 -0.213 -7.354
H -3.442 -1.823 -7.330
H -1.717 -1.609 -7.866
C 3.884 -4.030 1.644
C 4.420 -3.328 0.322
C 5.270 -4.246 -0.581
O 5.353 -3.654 -1.882
C 6.285 -4.305 -2.718
N 3.151 -2.805 -0.449
H 2.383 -2.525 0.144
H 3.380 -2.051 -1.081
H 2.796 -3.458 -1.133
H 4.708 -4.522 2.162
H 3.144 -4.821 1.522
H 3.464 -3.383 2.414
H 4.935 -2.408 0.597
H 4.853 -5.250 -0.643
H 6.292 -4.162 -0.210
H 6.230 -3.819 -3.692
H 6.059 -5.343 -2.963
H 7.295 -4.181 -2.328
C -2.203 -3.926 2.853
C -3.044 -2.639 3.176
C -4.369 -3.076 3.866
O -5.235 -1.948 4.126
C -6.035 -1.900 5.321
N -2.328 -1.672 4.067
H -1.613 -1.179 3.552
H -3.041 -1.024 4.369
H -2.037 -2.094 4.937
H -2.752 -4.595 2.190
H -1.805 -4.454 3.719
H -1.311 -3.590 2.324
H -3.297 -2.110 2.257
H -4.200 -3.607 4.803
H -4.816 -3.830 3.219
H -6.314 -0.850 5.239
H -5.545 -1.914 6.295
H -6.934 -2.515 5.271
C 0.396 3.489 0.200
C 1.054 3.655 -1.191
C 2.454 4.382 -1.232
O 3.021 4.195 -2.532
C 4.422 4.308 -2.651
N 1.196 2.225 -1.741
H 1.951 1.738 -1.280
H 0.356 1.694 -1.563
H 1.497 2.266 -2.705
H 0.812 2.699 0.826
H -0.658 3.217 0.263
H 0.497 4.485 0.633
H 0.318 4.176 -1.804
H 3.104 4.127 -0.395
H 2.274 5.426 -0.974
H 4.822 5.210 -2.188
H 4.621 4.235 -3.720
H 4.859 3.370 -2.308
C 1.174 -1.590 -5.190
C 2.010 -0.711 -6.120
C 1.406 0.684 -6.359
O 1.526 1.409 -5.163
C 1.170 2.778 -5.286
N 3.481 -0.469 -5.541
H 3.493 0.189 -4.774
H 3.917 -1.316 -5.206
H 4.032 0.017 -6.234
H 0.179 -1.752 -5.604
H 1.212 -1.183 -4.180
H 1.671 -2.559 -5.236
H 2.214 -1.210 -7.068
H 0.323 0.600 -6.456
H 1.868 1.206 -7.197
H 0.979 3.207 -4.302
H 0.309 3.030 -5.904
H 1.968 3.317 -5.796
As -2.712 2.218 -3.224
F -1.349 1.032 -3.158
F -1.968 3.162 -1.866
F -4.120 3.376 -3.245
F -3.404 1.209 -4.584
F -3.676 1.294 -2.050
F -1.811 3.216 -4.436
As -6.120 -2.741 -0.669
F -6.659 -1.861 0.748
F -4.505 -3.004 0.077
F -5.503 -3.550 -2.213
F -7.664 -2.297 -1.449
F -5.406 -1.198 -1.371
F -6.739 -4.368 -0.129
As 1.288 -3.207 5.159
F 1.007 -1.451 4.916
F -0.470 -3.389 5.532
F 1.459 -4.955 5.285
F 3.020 -3.059 4.861
F 1.450 -2.934 6.931
F 1.003 -3.266 3.381
As -0.360 -1.052 0.174
F -1.663 -2.265 0.013
F 0.733 -2.239 0.954
F 0.925 0.191 0.182
F -1.625 0.014 -0.669
F -1.004 -0.467 1.762
F 0.218 -1.499 -1.477
```

Calculated values
Kohn-Sham gap = 7.25 eV
charge = +3

---

[2]
# C4H6N2O

A 2-piece molecular cluster, C4H6N2O overall (the ωB97M-V functional and the def2-TZVPD basis, the Open Molecules 2025 dataset).

Geometry as XYZ:
```
13
Properties=species:S:1:pos:R:3
C -0.096 0.511 2.617
O 0.051 1.642 2.232
C 0.915 -0.597 -0.394
N -0.286 -0.566 0.163
N -1.098 -0.150 -0.815
C -0.451 0.077 -1.980
C 0.874 -0.206 -1.747
H 0.753 -0.100 2.983
H -1.078 0.006 2.660
H 1.768 -0.891 0.203
H -2.068 0.020 -0.606
H -0.975 0.395 -2.869
H 1.691 -0.141 -2.448
```

Calculated values
Kohn-Sham gap = 10.54 eV
ΔE to the lowest compared entry with this formula, charge and spin = 47.37 kcal/mol
SMILES = c1cn[nH]c1.C=O

---

[3]
# C30H41N5O3S

One molecule with the formula C30H41N5O3S (the ωB97M-V functional and the def2-TZVPD basis, the Open Molecules 2025 dataset).

Geometry as XYZ:
```
80
Properties=species:S:1:pos:R:3
C 1.984 1.978 -8.271
C 2.276 1.013 -7.130
H 1.364 0.483 -6.848
H 3.006 0.266 -7.450
C 2.839 1.748 -5.912
H 3.789 2.222 -6.175
O 3.162 0.877 -4.849
C 2.171 0.345 -4.082
C 2.581 -0.607 -3.146
C 1.680 -1.202 -2.290
C 0.333 -0.854 -2.349
C -0.080 0.087 -3.283
C 0.823 0.684 -4.143
H 0.460 1.412 -4.851
H -1.127 0.352 -3.339
N -0.635 -1.403 -1.494
C -0.565 -2.560 -0.802
O 0.374 -3.328 -0.790
C -1.809 -2.806 0.055
H -1.812 -3.853 0.355
H -2.721 -2.595 -0.506
C -1.708 -1.905 1.291
N -2.237 -2.446 2.520
C -2.984 -1.531 3.157
S -3.648 -1.659 4.649
N -3.143 -0.434 2.320
C -2.468 -0.601 1.153
O -2.489 0.137 0.191
C -3.968 0.712 2.635
C -3.199 1.743 3.451
H -3.851 2.579 3.688
H -2.848 1.299 4.379
H -2.346 2.113 2.885
H -4.292 1.140 1.684
H -4.833 0.354 3.198
C -1.808 -3.699 3.086
H -2.316 -4.519 2.563
C -0.295 -3.928 3.025
H 0.047 -3.934 1.990
C 0.501 -2.898 3.830
N 0.623 -1.627 3.128
C 0.672 -0.493 4.034
C 0.669 0.803 3.233
N 1.827 0.837 2.363
C 1.778 -0.281 1.444
C 1.776 -1.584 2.240
H 1.731 -2.430 1.550
H 2.716 -1.650 2.815
H 2.665 -0.253 0.806
H 0.885 -0.241 0.794
C 2.030 2.132 1.723
C 0.843 2.635 0.937
C -0.122 3.424 1.554
C -1.248 3.836 0.865
C -1.422 3.469 -0.458
C -0.461 2.697 -1.085
C 0.661 2.278 -0.393
H 1.405 1.676 -0.897
H -0.580 2.420 -2.121
H -2.301 3.788 -0.998
H -1.989 4.448 1.361
H 0.016 3.724 2.584
H 2.271 2.843 2.520
H 2.901 2.036 1.070
H 0.719 1.650 3.919
H -0.274 0.866 2.661
H -0.209 -0.521 4.679
H 1.576 -0.522 4.666
H -0.017 -2.722 4.776
H 1.495 -3.310 4.067
H -0.106 -4.918 3.443
H -2.149 -3.701 4.126
H -0.649 -1.656 1.484
H -1.458 -0.824 -1.350
H 2.012 -1.942 -1.581
H 3.628 -0.864 -3.107
H 2.148 2.533 -5.579
H 1.592 1.439 -9.130
H 2.889 2.498 -8.574
H 1.249 2.721 -7.967
```

Calculated values
Kohn-Sham gap = 8.73 eV
ΔE to the lowest compared entry with this formula, charge and spin = 0.00 kcal/mol
SMILES = CCCOc1ccc(NC(=O)C[C@H]2C(=O)N(CC)C(=S)N2CCCN2CCN(Cc3ccccc3)CC2)cc1

---

[4]
# C9H6FHgO4

C9H6FHgO4 as an isolated structure at a distorted geometry (the ωB97M-V functional and the def2-TZVPD basis, the Open Molecules 2025 dataset).

Geometry as XYZ:
```
21
Properties=species:S:1:pos:R:3
C -1.390 -2.078 -1.432
C -0.359 -1.009 -1.760
F -0.951 0.018 -2.461
C 0.269 -0.406 -0.518
C 0.680 -1.115 0.586
C 1.129 -0.364 1.831
O 1.987 -0.837 2.542
C 0.461 0.926 2.008
C 0.105 1.634 0.923
C -0.588 2.976 1.060
O -0.474 3.758 0.118
O -1.191 3.167 2.123
C 0.416 1.127 -0.419
O 0.814 1.779 -1.357
H -0.962 -2.900 -0.859
H -2.234 -1.632 -0.900
H -1.759 -2.484 -2.376
H 0.433 -1.438 -2.389
H 0.596 -2.198 0.635
H 0.297 1.320 3.011
Hg 2.719 -0.243 -0.367
```

Calculated values
Kohn-Sham gap = 3.07 eV
charge = +1